Formula: C47H68O39
Source: the OMol25 dataset
Level of theory: wB97M-V/def2-TZVPD

Bonds (Å) are listed after each position.
Element x y z (Å)
1 C -0.008 -0.207 -0.121  C2 1.509, O6 1.383, H7 1.090, H8 1.090
2 C 1.172 -0.308 -1.057  C1 1.509, O3 1.445, H9 1.090, H10 1.090
3 O 1.991 0.810 -0.646  C2 1.445, C4 1.295
4 C 1.358 1.604 0.157  O3 1.295, O5 1.233, O6 1.309
5 O 1.693 2.646 0.723  C4 1.233
6 O 0.188 1.064 0.388  C1 1.383, C4 1.309
7 H -0.056 -0.909 0.711  C1 1.090
8 H -0.901 -0.306 -0.738  C1 1.090
9 H 1.005 -0.252 -2.132  C2 1.090
10 H 1.703 -1.248 -0.911  C2 1.090
11 C -0.945 0.054 -8.704  C12 1.552, O16 1.386, H17 1.090, H18 1.090
12 C -0.606 0.836 -7.407  C11 1.552, O13 1.418, H19 1.090, H20 1.090
13 O -1.190 2.080 -7.754  C12 1.418, C14 1.306
14 C -2.279 1.798 -8.417  O13 1.306, O15 1.251, O16 1.334
15 O -3.302 2.517 -8.413  C14 1.251
16 O -2.168 0.619 -9.030  C11 1.386, C14 1.334
17 H -0.986 -1.020 -8.521  C11 1.090
18 H -0.230 0.182 -9.516  C11 1.090
19 H 0.458 0.968 -7.211  C12 1.090
20 H -0.957 0.222 -6.577  C12 1.090
21 C 5.882 2.767 4.693  C22 1.488, O26 1.447, H27 1.090, H28 1.090
22 C 6.237 2.045 3.441  C21 1.488, O23 1.442, H29 1.090, H30 1.090
23 O 7.637 1.774 3.663  C22 1.442, C24 1.373
24 C 7.860 1.742 5.017  O23 1.373, O25 1.207, O26 1.325
25 O 8.893 1.362 5.513  C24 1.207
26 O 6.802 2.211 5.663  C21 1.447, C24 1.325
27 H 4.838 2.592 4.953  C21 1.090
28 H 6.118 3.816 4.517  C21 1.090
29 H 6.026 2.706 2.601  C22 1.090
30 H 5.674 1.124 3.290  C22 1.090
31 C 5.813 1.567 -4.157  C32 1.493, O36 1.388, H37 1.090, H38 1.090
32 C 5.479 1.263 -5.579  C31 1.493, O33 1.436, H39 1.090, H40 1.090
33 O 6.364 0.151 -5.785  C32 1.436, C34 1.337
34 C 7.208 -0.037 -4.766  O33 1.337, O35 1.220, O36 1.353
35 O 8.045 -0.926 -4.739  C34 1.220
36 O 6.944 0.855 -3.784  C31 1.388, C34 1.353
37 H 5.044 1.252 -3.451  C31 1.090
38 H 6.116 2.603 -4.008  C31 1.090
39 H 5.813 2.021 -6.287  C32 1.090
40 H 4.478 0.914 -5.834  C32 1.090
41 C -2.367 -6.704 -3.362  C42 1.509, O46 1.433, H47 1.090, H48 1.090
42 C -3.342 -5.553 -3.309  C41 1.509, O43 1.419, H49 1.090, H50 1.090
43 O -2.637 -4.466 -3.887  C42 1.419, C44 1.313
44 C -1.355 -4.702 -4.045  O43 1.313, O45 1.231, O46 1.352
45 O -0.418 -3.928 -4.242  C44 1.231
46 O -1.164 -5.981 -3.649  C41 1.433, C44 1.352
47 H -2.588 -7.371 -4.195  C41 1.090
48 H -2.392 -7.189 -2.386  C41 1.090
49 H -3.717 -5.216 -2.342  C42 1.090
50 H -4.214 -5.769 -3.926  C42 1.090
51 C -3.601 6.737 4.286  C52 1.530, H58 1.090, H59 1.090, H60 1.090
52 C -3.366 5.765 3.127  C51 1.530, C53 1.546, O57 1.381, H61 1.090
53 C -2.542 4.538 3.579  C52 1.546, O54 1.438, H62 1.090, H63 1.090
54 O -3.103 3.453 2.820  C53 1.438, C55 1.299
55 C -4.327 3.748 2.499  O54 1.299, O56 1.269, O57 1.348
56 O -5.209 2.975 2.016  C55 1.269
57 O -4.502 5.050 2.802  C52 1.381, C55 1.348
58 H -4.436 7.361 3.966  C51 1.090
59 H -2.731 7.355 4.508  C51 1.090
60 H -3.818 6.239 5.231  C51 1.090
61 H -3.016 6.253 2.218  C52 1.090
62 H -2.582 4.371 4.656  C53 1.090
63 H -1.526 4.640 3.198  C53 1.090
64 C -2.282 4.912 -2.457  C65 1.520, H71 1.090, H72 1.090, H73 1.090
65 C -3.540 5.743 -2.648  C64 1.520, C66 1.565, O70 1.430, H74 1.090
66 C -4.924 5.079 -2.347  C65 1.565, O67 1.366, H75 1.090, H76 1.090
67 O -5.611 6.095 -1.746  C66 1.366, C68 1.352
68 C -4.800 7.152 -1.517  O67 1.352, O69 1.213, O70 1.342
69 O -5.188 8.170 -0.983  C68 1.213
70 O -3.513 6.852 -1.744  C65 1.430, C68 1.342
71 H -2.148 4.232 -3.298  C64 1.090
72 H -2.383 4.161 -1.673  C64 1.090
73 H -1.361 5.495 -2.423  C64 1.090
74 H -3.461 6.251 -3.609  C65 1.090
75 H -4.911 4.249 -1.641  C66 1.090
76 H -5.402 4.814 -3.291  C66 1.090
77 C 2.361 7.873 3.092  C78 1.533, H84 1.090, H85 1.090, H86 1.090
78 C 2.721 9.363 3.095  C77 1.533, C79 1.512, O83 1.429, H87 1.090
79 C 1.754 10.404 2.578  C78 1.512, O80 1.427, H88 1.090, H89 1.090
80 O 1.575 11.382 3.601  C79 1.427, C81 1.277
81 C 2.071 10.885 4.667  O80 1.277, O82 1.239, O83 1.326
82 O 2.086 11.544 5.718  C81 1.239
83 O 2.726 9.749 4.471  C78 1.429, C81 1.326
84 H 2.165 7.634 2.046  C77 1.090
85 H 1.490 7.633 3.703  C77 1.090
86 H 3.151 7.183 3.387  C77 1.090
87 H 3.725 9.468 2.683  C78 1.090
88 H 0.818 9.847 2.583  C79 1.090
89 H 2.083 10.747 1.597  C79 1.090
90 C 5.261 -5.081 -3.723  C91 1.587, H97 1.090, H98 1.090, H99 1.090
91 C 5.659 -5.382 -2.217  C90 1.587, C92 1.465, O96 1.391, H100 1.090
92 C 7.028 -5.009 -1.853  C91 1.465, O93 1.396, H101 1.090, H102 1.090
93 O 6.883 -4.191 -0.730  C92 1.396, C94 1.304
94 C 5.634 -3.852 -0.571  O93 1.304, O95 1.239, O96 1.348
95 O 5.221 -2.938 0.156  C94 1.239
96 O 4.872 -4.523 -1.457  C91 1.391, C94 1.348
97 H 4.333 -5.559 -4.037  C90 1.090
98 H 6.056 -5.487 -4.348  C90 1.090
99 H 5.279 -4.016 -3.958  C90 1.090
100 H 5.473 -6.441 -2.041  C91 1.090
101 H 7.574 -4.542 -2.673  C92 1.090
102 H 7.529 -5.926 -1.543  C92 1.090
103 C -3.630 -2.379 4.878  C104 1.608, H110 1.090, H111 1.090, H112 1.090
104 C -4.820 -2.044 3.849  C103 1.608, C105 1.577, O109 1.430, H113 1.090
105 C -4.386 -2.533 2.414  C104 1.577, O106 1.445, H114 1.090, H115 1.090
106 O -5.344 -3.504 1.935  C105 1.445, C107 1.353
107 C -6.117 -3.847 2.991  O106 1.353, O108 1.207, O109 1.387
108 O -6.930 -4.739 3.013  C107 1.207
109 O -5.855 -3.007 4.064  C104 1.430, C107 1.387
110 H -2.769 -1.712 4.927  C103 1.090
111 H -3.241 -3.394 4.807  C103 1.090
112 H -3.999 -2.274 5.898  C103 1.090
113 H -5.153 -1.006 3.847  C104 1.090
114 H -3.394 -2.980 2.371  C105 1.090
115 H -4.258 -1.727 1.691  C105 1.090
116 C 1.315 -10.067 1.664  C117 1.533, H123 1.090, H124 1.090, H125 1.090
117 C 1.675 -8.612 1.345  C116 1.533, C118 1.568, O122 1.478, H126 1.090
118 C 1.413 -8.087 -0.109  C117 1.568, O119 1.420, H127 1.090, H128 1.090
119 O 0.885 -6.791 0.132  C118 1.420, C120 1.373
120 C 0.514 -6.641 1.445  O119 1.373, O121 1.201, O122 1.362
121 O 0.222 -5.651 2.060  C120 1.201
122 O 0.750 -7.784 2.148  C117 1.478, C120 1.362
123 H 1.750 -10.783 0.967  C116 1.090
124 H 0.240 -10.243 1.690  C116 1.090
125 H 1.700 -10.281 2.661  C116 1.090
126 H 2.689 -8.479 1.721  C117 1.090
127 H 0.716 -8.629 -0.748  C118 1.090
128 H 2.411 -8.123 -0.546  C118 1.090
129 C 1.848 -3.366 7.121  C130 1.588, H136 1.090, H137 1.090, H138 1.090
130 C 2.437 -1.915 6.858  C129 1.588, C131 1.477, O135 1.377, H139 1.090
131 C 2.513 -1.651 5.406  C130 1.477, O132 1.388, H140 1.090, H141 1.090
132 O 2.139 -0.325 5.244  C131 1.388, C133 1.327
133 C 1.589 0.106 6.372  O132 1.327, O134 1.188, O135 1.348
134 O 1.067 1.167 6.495  C133 1.188
135 O 1.576 -0.915 7.252  C130 1.377, C133 1.348
136 H 1.960 -3.517 8.194  C129 1.090
137 H 2.456 -4.109 6.604  C129 1.090
138 H 0.798 -3.549 6.894  C129 1.090
139 H 3.428 -1.682 7.248  C130 1.090
140 H 1.903 -2.321 4.800  C131 1.090
141 H 3.537 -1.718 5.038  C131 1.090
142 C -8.150 -2.277 -4.909  C143 1.612, H149 1.090, H150 1.090, H151 1.090
143 C -7.681 -1.147 -3.858  C142 1.612, C144 1.496, O148 1.413, H152 1.090
144 C -7.196 -1.780 -2.592  C143 1.496, O145 1.398, H153 1.090, H154 1.090
145 O -5.895 -1.271 -2.532  C144 1.398, C146 1.325
146 C -5.630 -0.336 -3.434  O145 1.325, O147 1.188, O148 1.373
147 O -4.573 0.188 -3.576  C146 1.188
148 O -6.589 -0.441 -4.411  C143 1.413, C146 1.373
149 H -9.050 -2.726 -4.489  C142 1.090
150 H -7.415 -3.056 -5.109  C142 1.090
151 H -8.465 -1.851 -5.862  C142 1.090
152 H -8.394 -0.366 -3.594  C143 1.090
153 H -7.061 -2.851 -2.745  C144 1.090
154 H -7.799 -1.501 -1.727  C144 1.090

Results
Multiplicity: 1
HOMO energy (eV): -10.361
LUMO energy (eV): -0.30
Charge: 0

Löwdin population analysis, charges in e, atoms 1 to 8: C -0.124; C -0.076; O 0.090; C -0.607; O 0.107; O 0.071; H 0.138; H 0.135

***

Formula: C10H15FN3O
Source: the OMol25 dataset
Level of theory: wB97M-V/def2-TZVPD

Bonds (Å) are listed after each position.
Element x y z (Å)
1 C -2.374 -0.006 0.686  C2 1.365, C4 1.425, H16 1.034
2 C -3.430 -0.866 0.778  C1 1.365, N11 1.349, H17 1.192
3 C -2.801 -1.775 -1.191  N11 1.279, N12 1.330, H18 1.033
4 C -1.541 0.142 -0.460  C1 1.425, C9 1.311, N12 1.488
5 C 1.914 1.007 -1.251  C6 1.615, C7 1.556, H19 1.107, H20 1.066
6 C 2.350 -0.355 -0.501  C5 1.615, C8 1.458, H21 1.109, H22 1.133
7 C 0.447 1.118 -1.759  C5 1.556, C9 1.529, H23 1.059, H24 1.137
8 C 2.400 -0.228 0.951  C6 1.458, C10 1.544, H25 1.116, H26 1.188
9 C -0.581 1.018 -0.632  C4 1.311, C7 1.529, F15 1.381
10 C 1.037 -0.093 1.664  C8 1.544, N13 1.325, O14 1.318
11 N -3.534 -1.844 -0.145  C2 1.349, C3 1.279
12 N -1.821 -0.917 -1.467  C3 1.330, C4 1.488, H27 1.010
13 N 0.681 0.945 2.407  C10 1.325, H28 0.965, H29 0.987
14 O 0.228 -1.134 1.694  C10 1.318, H30 1.027
15 F -0.431 2.026 0.300  C9 1.381
16 H -2.188 0.820 1.281  C1 1.034
17 H -4.070 -1.058 1.765  C2 1.192
18 H -2.889 -2.457 -1.962  C3 1.033
19 H 2.082 1.800 -0.497  C5 1.107
20 H 2.530 1.224 -2.093  C5 1.066
21 H 1.648 -1.135 -0.861  C6 1.109
22 H 3.441 -0.492 -0.774  C6 1.133
23 H 0.501 2.033 -2.289  C7 1.059
24 H 0.173 0.465 -2.649  C7 1.137
25 H 3.009 -0.989 1.492  C8 1.116
26 H 2.974 0.765 1.261  C8 1.188
27 H -1.660 -0.846 -2.461  N12 1.010
28 H 1.266 1.698 2.551  N13 0.965
29 H -0.151 0.990 2.937  N13 0.987
30 H 0.789 -1.856 1.226  O14 1.027

Results
Multiplicity: 1
HOMO energy (eV): -10.713
Structure (SMILES): [NH2+]=C(O)CCCC/C(F)=C1/C=CN=CN1
LUMO energy (eV): -3.80
Charge: +1

Löwdin population analysis, charges in e, atoms 1 to 8: C -0.047; C -0.109; C -0.202; C -0.177; C -0.141; C -0.178; C -0.110; C -0.145

***

Formula: C3H7NS2
Source: the OMol25 dataset
Level of theory: wB97M-V/def2-TZVPD

Bonds (Å) are listed after each position.
Element x y z (Å)
1 C 2.344 0.252 0.187  H4 1.173, H5 1.006, H6 1.148, S12 1.758
2 C -0.296 -0.270 0.189  C3 1.477, S12 1.703, S13 1.690
3 C -0.551 1.122 0.611  C2 1.477, H7 1.192, H8 1.158, N11 1.551
4 H 2.385 1.018 -0.700  C1 1.173
5 H 3.291 -0.084 0.144  C1 1.006
6 H 2.266 0.829 1.176  C1 1.148
7 H -1.629 1.010 1.107  C3 1.192
8 H 0.343 1.583 1.185  C3 1.158
9 H -1.161 2.048 -1.275  N11 1.021
10 H -0.726 3.082 -0.215  N11 0.966
11 N -0.499 2.191 -0.511  C3 1.551, H9 1.021, H10 0.966
12 S 1.185 -1.004 -0.221  C1 1.758, C2 1.703
13 S -1.826 -0.961 -0.015  C2 1.690

Results
Multiplicity: 1
HOMO energy (eV): -8.375
Structure (SMILES): CSC(=S)CN
LUMO energy (eV): -0.37
Charge: 0

Löwdin population analysis, charges in e, atoms 1 to 8: C -0.430; C -1.107; C -0.401; H 0.089; H -0.027; H 0.081; H 0.084; H 0.106

***

Formula: C2H4N2O2
Source: the OMol25 dataset
Level of theory: wB97M-V/def2-TZVPD

Bonds (Å) are listed after each position.
Element x y z (Å)
1 C 0.807 1.033 -0.092  H4 1.133, N7 1.302, O10 1.517
2 C -2.293 -0.239 -0.200  H5 1.090, H6 1.312, N8 1.379
3 H 0.592 -1.496 0.207  O9 0.921
4 H 1.093 2.023 -0.564  C1 1.133
5 H -2.593 0.809 -0.193  C2 1.090
6 H -3.059 -1.057 -0.883  C2 1.312
7 N 1.774 0.230 -0.432  C1 1.302, O9 1.591
8 N -0.968 -0.574 -0.015  C2 1.379, O10 1.591
9 O 1.456 -1.180 0.233  H3 0.921, N7 1.591
10 O -0.552 0.851 0.557  C1 1.517, N8 1.591

Results
Multiplicity: 1
HOMO energy (eV): -10.101
Structure (SMILES): C=NO/C=N\O
LUMO energy (eV): -0.41
Charge: 0

Löwdin population analysis, charges in e, atoms 1 to 8: C -0.170; C 0.021; H -0.039; H 0.129; H 0.063; H 0.162; N 0.100; N 0.035

***

Formula: C2H7N2S
Source: the OMol25 dataset
Level of theory: wB97M-V/def2-TZVPD

Bonds (Å) are listed after each position.
Element x y z (Å)
1 C 1.725 -1.651 1.297  S2 1.877, H3 1.084, H4 1.094, H5 1.085
2 S 1.727 -0.158 2.434  C1 1.877
3 H 1.153 -2.368 1.874  C1 1.084
4 H 1.233 -1.509 0.330  C1 1.094
5 H 2.736 -2.009 1.135  C1 1.085
6 N -1.814 1.890 -1.498  C7 1.416, H9 0.994, H10 0.996
7 C -1.246 0.690 -1.007  N6 1.416, N8 1.257, H11 1.091
8 N -0.198 0.772 -0.318  C7 1.257, H12 1.020
9 H -1.674 2.665 -0.890  N6 0.994
10 H -1.923 1.969 -2.485  N6 0.996
11 H -1.799 -0.247 -1.100  C7 1.091
12 H 0.080 -0.044 0.228  N8 1.020

Results
Multiplicity: 1
HOMO energy (eV): -2.015
LUMO energy (eV): 3.69
Charge: -1

Löwdin population analysis, charges in e, atoms 1 to 8: C -0.708; S -0.076; H -0.041; H -0.039; H -0.030; N 0.020; C -0.386; N 0.097

***

Formula: C7H3F5O2
Source: the OMol25 dataset
Level of theory: wB97M-V/def2-TZVPD

Bonds (Å) are listed after each position.
Element x y z (Å)
1 C -2.386 0.894 -0.169  C2 1.267, C3 1.528, H15 1.009
2 C -2.335 1.197 1.060  C1 1.267, C4 1.550, H16 1.076
3 C -0.884 0.874 -0.449  C1 1.528, C4 1.613, C5 1.498, O8 1.374
4 C -0.793 1.066 1.150  C2 1.550, C3 1.613, C6 1.640, O8 1.332
5 C -0.237 -0.469 -0.303  C3 1.498, C6 1.452, O9 1.317
6 C 0.026 -0.354 1.121  C4 1.640, C5 1.452, F10 1.317, F11 1.348
7 C 3.065 -0.477 -0.936  F12 1.384, F13 1.336, F14 1.372
8 O -0.131 1.787 0.248  C3 1.374, C4 1.332
9 O -0.442 -1.577 -0.986  C5 1.317, H17 1.052
10 F 1.266 -0.291 1.563  C6 1.317
11 F -0.514 -1.323 1.887  C6 1.348
12 F 2.937 -1.676 -1.614  C7 1.384
13 F 3.655 0.337 -1.817  C7 1.336
14 F 3.870 -0.606 0.167  C7 1.372
15 H -3.036 0.995 -0.934  C1 1.009
16 H -3.038 1.091 1.868  C2 1.076
17 H -1.021 -1.467 -1.857  O9 1.052

Results
Multiplicity: 1
HOMO energy (alpha / beta) (eV): -9.519 / -7.401
LUMO energy (alpha / beta) (eV): -0.05 / -1.09
Charge: 0

Löwdin population analysis, charges in e, atoms 1 to 8: C 0.021; C 0.054; C -0.174; C -0.118; C -0.196; C -0.441; C -0.278; O 0.121

***

In order of appearance, ΔE to the lowest compared entry with this formula, charge and spin = 175.0; 0.0; 214.8; 825.8; 127.1; 196.9 kJ/mol.
In order of appearance, total energy = -4766.020420; -729.099280; -969.555513; -338.338661; -588.087388; -917.998572 a.u..